This record from OMol25 describes one molecule with the formula C5H7NO. The level of theory is wB97M-V/def2-TZVPD.

Each line ends with the Mulliken charge.
Element x y z (Å)
O: 0.62098 2.58658 -1.76006  -0.471
C: -0.23254 1.99809 -1.20444  0.678
C: 1.42237 -0.48806 1.01660  -1.074
C: 0.59668 -1.21828 -0.00205  -0.013
C: -0.62990 -0.90045 -0.41747  -0.265
C: -1.43502 0.27580 0.07909  -0.657
N: -1.18885 1.49550 -0.66924  -0.361
H: 1.68299 -1.14669 1.85337  0.321
H: 2.36503 -0.15275 0.56824  0.268
H: 1.07286 -2.08935 -0.45225  0.343
H: -1.09551 -1.50375 -1.19460  0.339
H: -1.23204 0.47535 1.13690  0.306
H: -2.50377 0.06073 -0.00107  0.292
H: 0.91709 0.39388 1.42089  0.293

Force components x, y, z for each atom (eV/Å):
-0.5307 -0.4026 0.3581
0.0511 0.0998 -0.0803
-0.0162 0.0719 0.0470
-0.1549 0.0281 -0.0682
0.1700 -0.0483 0.0034
-0.0078 -0.1559 0.1794
0.4512 0.3428 -0.3196
-0.0332 0.0770 -0.1279
-0.1305 -0.0597 0.0550
-0.0828 0.1198 0.0494
0.0796 0.0721 0.1075
-0.0234 -0.0351 -0.1482
0.1647 0.0271 0.0052
0.0630 -0.1370 -0.0608

Properties
Kohn-Sham gap = 10.66 eV
LUMO = 0.840 eV
ΔE to the lowest compared entry with this formula, charge and spin = 18.2 kcal/mol
electronic energy = -324.69549 Ha
SMILES = C/C=C\CN=C=O

This record from OMol25 describes a 3-piece molecular cluster, C34H60NO8S overall. The level of theory is wB97M-V/def2-TZVPD.

Each line ends with the Mulliken charge.
Element x y z (Å)
C: -8.17723 -2.10216 -1.82107  -0.577
C: -7.54905 -1.93960 -3.17109  -0.344
C: -6.00470 -1.41563 -3.43361  0.662
O: -5.07543 -2.34186 -3.70915  -0.469
O: -5.77323 0.04634 -3.39080  -0.294
C: -5.00495 0.38778 -2.15484  -0.462
C: -4.07100 1.72890 -2.30693  -0.046
C: -2.96527 1.65714 -3.51433  -0.719
C: -1.86029 0.45303 -3.37653  -0.552
C: -1.38960 0.12733 -1.82972  0.832
C: -0.57669 1.42880 -1.25460  -1.211
C: -0.33547 1.43289 0.37223  -0.137
C: 0.65725 2.77006 0.53239  -0.358
C: 0.03865 3.92455 1.51872  -0.288
C: 0.96069 5.26983 1.68476  -0.271
C: 0.45745 5.98544 3.11036  -0.571
S: 0.00066 7.79857 2.90799  1.122
O: 1.24821 8.67575 3.17409  -0.584
O: -1.05217 8.13305 4.03587  -0.601
O: -0.78872 8.10819 1.42511  -0.476
N: -1.69608 1.61383 1.07843  0.229
C: -1.71233 1.21105 2.56865  -0.735
C: -0.25183 0.39821 2.62697  1.276
C: 0.02649 -0.62318 3.86743  -1.113
C: -1.20105 -1.91878 3.81720  0.231
C: -0.89539 -3.13811 2.63264  -0.748
O: -2.06640 -1.97978 2.52775  -0.346
C: 0.19106 0.01987 1.09658  -0.144
C: 1.77243 -0.42318 0.80139  0.147
C: 1.77923 -1.13761 -0.67427  -0.070
C: 2.35760 -0.48095 -2.07130  -0.399
C: 2.23944 -1.34671 -3.49779  -0.762
C: 1.55581 -2.84818 -3.57267  0.761
C: 1.36359 -3.73786 -4.95200  -0.970
C: 1.01590 -3.53423 -2.17836  -0.817
C: 1.14872 -2.66497 -0.79441  -0.391
H: -8.51808 -1.23145 -1.11417  0.270
H: -8.40796 -3.20568 -1.43854  0.237
H: -8.20678 -2.22058 -4.12690  0.307
H: -4.38350 -0.59725 -1.89475  0.293
H: -5.71379 0.56010 -1.21624  0.271
H: -4.80214 2.64776 -2.50410  0.437
H: -3.51315 2.00378 -1.28834  -0.212
H: -3.56167 1.47183 -4.53161  0.366
H: -2.44539 2.71661 -3.64319  0.288
H: -2.32709 -0.50303 -3.89267  0.368
H: -0.93491 0.77873 -4.05769  0.261
H: -0.71855 -0.85343 -1.89645  -0.700
H: -2.34363 -0.17562 -1.22373  -0.123
H: -1.17888 2.42129 -1.50454  0.382
H: 0.46794 1.55638 -1.81003  0.312
H: 0.80898 3.29040 -0.53109  0.485
H: 1.72295 2.49974 0.93580  -0.040
H: -1.02298 4.26586 1.12059  0.155
H: -0.03510 3.43987 2.60734  0.093
H: 2.06861 4.91832 1.89803  0.068
H: 0.85667 6.01864 0.79152  0.484
H: -0.52485 5.44975 3.52636  0.282
H: 1.26465 5.83252 3.97679  0.265
H: -1.69577 7.65031 1.48229  0.380
H: -2.34757 0.86775 0.69001  0.522
H: -2.25010 2.48345 0.83776  0.557
H: -2.66840 0.55069 2.76509  0.373
H: -1.78807 2.20618 3.18896  0.331
H: 0.47079 1.30906 2.89926  -0.649
H: -0.11124 -0.11336 4.93338  0.402
H: 1.06312 -1.15695 3.87296  0.237
H: -1.68994 -2.28157 4.91714  0.333
H: -0.98319 -3.06770 1.48732  0.430
H: 0.22195 -2.71211 2.60692  0.113
H: -0.58492 -0.77566 0.70274  0.214
H: 2.52356 0.47205 0.86945  0.247
H: 2.02260 -1.27358 1.58874  0.404
H: 2.82451 0.59212 -2.08399  0.323
H: 2.65958 -0.87904 -4.51275  0.294
H: 1.28818 -2.99450 -5.85555  0.343
H: 0.29351 -4.25712 -4.84754  0.277
H: 2.16422 -4.58265 -5.07183  0.203
H: 0.50793 -4.60085 -2.10429  0.272
H: 0.76890 -3.15677 0.19689  0.280
C: 2.98291 -7.37464 -1.80985  -1.221
C: 3.80655 -6.95639 -3.01745  0.321
C: 5.29492 -6.98050 -2.70844  -1.304
O: 3.42792 -5.64093 -3.41457  -0.425
H: 3.14465 -6.69065 -0.96912  0.297
H: 1.91327 -7.34074 -2.04314  0.282
H: 3.23953 -8.38914 -1.48924  0.409
H: 3.59404 -7.62623 -3.85778  0.301
H: 5.53871 -6.28253 -1.89961  0.340
H: 5.87461 -6.66542 -3.58270  0.324
H: 5.62092 -7.98319 -2.41484  0.387
H: 3.61301 -5.03920 -2.67442  0.301
C: 4.37272 3.06951 3.56843  -1.375
C: 3.04730 2.61970 4.16216  0.632
C: 3.25696 1.76413 5.40126  -1.401
O: 2.32347 1.87153 3.18860  -0.465
H: 4.97741 2.20846 3.26220  0.337
H: 4.20668 3.67408 2.67031  0.333
H: 4.94692 3.66149 4.28796  0.451
H: 2.44223 3.49630 4.41803  0.014
H: 3.82204 0.85676 5.16008  0.312
H: 2.29502 1.43745 5.81061  0.297
H: 3.79764 2.31696 6.17580  0.446
H: 2.85325 1.09111 2.95530  0.161

Force components x, y, z for each atom (eV/Å):
0.9398 -0.0492 -2.0828
-0.9267 -0.1015 1.6523
2.3110 -2.8052 -1.3528
-5.9614 6.5393 1.9618
0.6222 -2.6519 1.7638
1.0788 -0.6229 1.4992
-0.2917 0.4900 -0.6421
-0.5552 0.0924 -0.6086
-0.2379 0.1894 -0.5784
0.3871 -0.2331 -1.4508
-0.5677 -0.5095 0.0267
2.1456 0.5972 -1.5678
-0.0128 1.1280 0.2682
0.2582 -0.2764 0.2722
-0.1312 -0.5991 1.3229
-0.2938 -1.8111 -0.3774
-0.4481 4.9101 6.6017
-3.9319 -3.5224 -2.6800
3.1324 -2.1528 -4.7013
0.2929 -1.8783 1.8209
-2.1298 -1.1003 -0.7434
0.4488 -0.5325 0.5861
1.6447 2.0868 1.3233
-2.3887 -1.4880 0.1696
-1.7298 -1.1492 -1.4922
1.4368 3.1131 0.0742
3.8158 1.7690 4.3591
-1.6834 1.0557 -0.0086
-1.3205 -0.9284 -0.6941
0.1634 -2.2611 -3.9281
-1.9557 -3.9199 0.1629
-1.3408 -1.6103 2.7760
0.2454 1.1385 3.2060
-1.0677 0.7602 0.8282
1.6543 4.5184 0.7747
1.0222 1.2510 -2.7903
2.2074 -1.6497 -0.8634
-0.8281 2.5796 -1.5850
2.3843 -0.8207 2.1166
-0.9860 2.3333 -0.5629
1.0780 -0.3152 -2.2008
1.5604 -1.9834 0.3330
-1.3260 -0.9248 -1.9360
1.2977 0.4357 2.2571
-1.0691 -2.2094 0.4592
1.0263 1.8206 1.3163
-1.8400 -0.8535 1.6827
-1.2030 2.2820 0.3863
1.7070 0.7593 -0.8651
1.1116 -1.9704 0.5114
-2.2960 -0.5661 1.3608
-0.4220 -1.3592 2.2757
-2.2104 0.3053 -0.6949
1.9892 -0.6920 0.9683
-0.0602 1.1328 -2.3398
-2.2022 0.9142 -0.8590
0.3869 -1.5872 1.6874
1.9567 1.4579 -1.0905
-1.7375 1.0904 -2.0393
1.6937 1.0343 0.1848
1.2341 0.8582 -0.0769
1.3036 -0.7976 0.5239
2.0554 1.2740 -0.4595
0.4621 -2.2143 -1.0209
-1.4126 -2.1167 -0.5943
0.2002 -0.9291 -2.4433
-1.9110 1.1683 -0.3042
1.1729 0.9502 -3.4890
-0.3730 -2.1417 1.3476
-1.5510 0.2848 -0.7067
1.9238 1.1721 0.6336
-1.5350 -1.7646 -0.1860
-0.3485 1.9019 -1.5949
-0.9261 -2.3227 0.0104
-1.0503 -1.0937 2.5938
0.3938 -1.5873 1.6800
2.3881 1.1182 -0.2354
-1.4024 1.9223 0.3287
1.2797 2.5187 -0.3967
0.8360 0.9818 -2.0595
-0.2965 -0.1885 -0.0035
0.2552 0.1397 0.6005
0.2629 -0.1039 -0.2352
-0.1008 0.1997 -0.0991
0.1475 -0.0599 -0.0575
0.1441 -0.0819 -0.0302
-0.0526 0.1305 0.0085
-0.0421 0.2679 0.0107
-0.1198 -0.1132 0.0366
-0.1163 -0.1153 0.0924
-0.0013 0.1357 -0.0084
-0.0805 -0.2275 -0.2974
0.0158 0.2946 -0.1442
0.8455 -0.2506 0.3014
-0.2377 0.0067 0.2528
-0.0197 -0.0652 -0.2738
-0.0522 0.0154 0.1664
0.0215 0.0021 0.1461
-0.0469 -0.0968 -0.1322
-0.1143 -0.1636 -0.1668
0.0855 0.1595 -0.0420
0.1023 0.1245 -0.0007
-0.0678 -0.1257 -0.0984
-0.1148 0.2836 0.1691

Properties
Kohn-Sham gap = 7.36 eV
LUMO = -2.972 eV
net charge = +1
electronic energy = -2385.06940 Ha